[1]
C7H7N in the gas phase in a non-equilibrium geometry, computed with wB97M-V/def2-TZVPD.

```
15
Properties=species:S:1:pos:R:3:forces:R:3:mulliken_charge:R:1
N -1.84376 0.49533 -0.23132 -3.2 -2.3 -2.0 -0.604
C 0.35849 0.85181 -1.43443 2.9 2.6 -4.6 -0.242
C 0.23936 1.68660 -2.34420 0.1 -5.2 5.5 -0.394
C 0.80809 -1.40558 1.40009 5.9 -3.4 -1.3 0.152
C 1.63447 -0.78139 0.27440 -3.9 0.0 -0.9 -0.947
C 0.68345 0.01122 -0.36858 -0.6 -0.1 1.2 0.473
C -0.40694 -0.95644 1.49428 -2.8 2.6 2.3 -0.876
C -0.66506 0.24409 0.45532 3.9 -1.3 3.0 0.292
H 0.37065 2.38962 -3.01955 0.1 2.9 -2.9 0.541
H -0.81048 -0.98883 2.55550 -0.6 -0.4 -1.8 0.220
H -1.68455 1.30828 -0.89077 -0.7 -1.8 0.8 0.280
H -2.35459 -0.44467 -0.69982 2.2 3.6 1.4 0.267
H 1.45377 -2.40104 1.85676 -2.5 3.2 -0.3 0.212
H -0.36632 1.23149 0.96943 -0.5 -1.4 -0.2 0.231
H 2.58342 -1.24050 -0.01712 -0.3 0.8 -0.2 0.394
```
Forces are in eV/Å.

Calculated values
Multiplicity: 1
M (g mol⁻¹): 105.14
E_tot (eV): -8856.221
HOMO-LUMO gap (eV): 8.47
Energy above the lowest of the compared OMol25 structures with the same formula, charge and spin (kJ/mol): 521.36
HOMO level (eV): -8.46

[2]
C7H7N2O2S as an isolated structure in a non-equilibrium geometry, computed with wB97M-V/def2-TZVPD.

```
19
Properties=species:S:1:pos:R:3:forces:R:3:mulliken_charge:R:1
S -1.90760 2.57576 -0.48643 0.1 -3.0 -0.5 0.041
O -2.70230 1.08461 -2.65598 -0.5 -0.2 -0.5 -0.821
O -1.45158 -0.77938 -2.78665 0.1 -3.0 -1.9 -0.651
N -3.47022 1.99750 -0.18408 1.7 2.0 -1.1 -0.492
N -0.91292 0.70369 -1.32839 -2.2 3.8 1.2 -0.370
C 1.53676 0.16466 1.24415 0.4 0.2 1.8 -0.469
C -1.78488 0.29639 -2.36369 -0.5 1.8 0.7 0.648
C 2.27106 -0.90212 0.75063 2.3 -1.8 -1.5 -0.389
C 0.48237 0.66255 0.53817 -1.5 0.9 0.6 -0.212
C 1.91407 -1.51430 -0.49396 -1.0 0.7 1.0 -0.390
C 0.77642 -1.07445 -1.14711 -1.4 -1.0 -0.6 -0.233
C 0.04122 0.04590 -0.66431 1.4 0.9 0.8 0.614
H 0.26916 -1.70352 -1.93002 1.0 1.1 0.6 0.303
H -3.51668 1.43154 0.61485 -0.2 -1.0 0.9 0.244
H -0.10817 1.52656 1.02198 0.9 -1.6 -1.2 0.091
H 2.38108 -2.40507 -0.95121 0.2 0.6 0.7 0.301
H -3.89036 1.67781 -1.04664 0.0 -0.4 -0.1 0.333
H 3.25909 -1.31107 1.10913 -1.3 0.8 0.5 0.224
H 1.64447 0.63408 2.27659 0.6 -0.8 -1.5 0.228
```
Forces are in eV/Å.

Calculated values
Multiplicity: 1
M (g mol⁻¹): 183.21
E_tot (eV): -25282.481
HOMO-LUMO gap (eV): 6.95
Energy above the lowest of the compared OMol25 structures with the same formula, charge and spin (kJ/mol): 95.46
Net charge: -1
HOMO level (eV): -3.89

[3]
C7H7N3O in the gas phase in a non-equilibrium geometry, computed with wB97M-V/def2-TZVPD.

```
18
Properties=species:S:1:pos:R:3:forces:R:3:mulliken_charge:R:1
O -1.20860 0.28910 -1.55992 -0.6 1.2 2.8 -0.425
N 3.10668 -1.07824 -0.05826 0.4 1.5 -1.0 -0.603
N -3.38351 0.83107 -1.42054 -3.0 3.4 0.1 -0.549
N -2.08471 0.67727 0.60495 -0.3 -0.6 -2.6 -0.672
C -0.06956 -0.16181 1.80986 2.5 -0.7 -0.3 -0.674
C 1.75473 -0.71743 0.27048 0.8 1.7 0.2 0.802
C -0.78648 0.16369 0.70761 -0.2 0.9 -1.3 0.439
C 1.07002 -0.17486 -0.85857 -0.9 -1.4 2.8 -0.865
C -2.24429 0.66161 -0.69366 -1.1 0.1 0.3 0.422
C 1.23795 -0.65158 1.61636 -0.3 -0.2 -3.3 -0.602
C -0.25276 0.11150 -0.60354 2.1 -1.3 0.0 0.391
H -4.16352 1.37824 -0.89132 1.9 -1.8 -0.6 0.336
H -3.22962 1.51046 -2.19539 0.2 -1.2 0.3 0.288
H 3.42460 -0.40760 -0.90317 -0.4 -2.2 3.1 0.231
H -0.34695 -0.00026 2.80698 -1.0 0.1 1.1 0.465
H 3.73380 -1.11458 0.77362 -0.5 0.4 -1.4 0.235
H 1.58333 -0.25320 -1.77356 0.0 0.2 -1.3 0.426
H 1.85890 -1.06340 2.36806 0.3 0.0 0.9 0.354
```
Forces are in eV/Å.

Calculated values
Multiplicity: 1
M (g mol⁻¹): 149.15
E_tot (eV): -13889.433
HOMO-LUMO gap (eV): 8.31
Energy above the lowest of the compared OMol25 structures with the same formula, charge and spin (kJ/mol): 149.67
HOMO level (eV): -7.50

[4]
C7H7N3O in the gas phase in a non-equilibrium geometry, computed with wB97M-V/def2-TZVPD.

```
18
Properties=species:S:1:pos:R:3:forces:R:3:mulliken_charge:R:1
O 0.28428 0.98880 2.65380 -0.2 0.1 -0.1 -0.553
N -0.96968 -0.82501 -0.84540 -0.9 -1.0 -0.8 0.036
N 1.83226 0.92772 0.41641 0.2 -1.6 -1.1 -1.054
N 0.62954 0.30666 0.47792 0.3 0.8 1.1 0.544
C 0.26160 -0.28604 -0.69515 1.2 1.2 -1.3 0.583
C -1.46923 -1.51350 -2.08286 0.9 0.6 1.6 -1.010
C -0.17685 0.56355 1.63117 -0.7 -0.7 -0.7 0.616
C 2.23749 0.61363 -0.80962 0.9 2.1 0.1 -0.451
C 1.25806 0.01388 -1.60954 0.3 -1.3 -0.1 -0.554
C -1.53305 0.18011 1.27784 -0.5 -0.7 0.7 -0.918
C -1.79577 -0.55154 0.15098 -2.4 0.7 2.0 0.350
H 3.19694 1.03550 -1.11746 -0.3 -0.4 -0.1 0.423
H -1.42335 -0.81209 -2.88056 0.3 0.3 -0.9 0.371
H 1.34964 -0.25944 -2.66045 -0.1 0.0 0.5 0.352
H -2.82799 -0.90806 0.06371 0.5 0.0 -0.2 0.279
H -0.88905 -2.40468 -2.23432 0.4 -0.2 -0.4 0.349
H -2.32441 0.26661 2.04435 0.6 0.0 -0.6 0.314
H -2.49434 -1.81436 -1.96507 -0.4 0.1 0.4 0.323
```
Forces are in eV/Å.

Calculated values
Multiplicity: 1
M (g mol⁻¹): 149.15
E_tot (eV): -13889.260
HOMO-LUMO gap (eV): 8.90
Energy above the lowest of the compared OMol25 structures with the same formula, charge and spin (kJ/mol): 166.40
HOMO level (eV): -8.44

[5]
C7H7N3O2 in the gas phase in a non-equilibrium geometry, computed with wB97M-V/def2-TZVPD.

```
19
Properties=species:S:1:pos:R:3:forces:R:3:mulliken_charge:R:1
O -0.80010 1.36408 1.68941 -0.8 -0.3 0.7 -0.547
O -2.09906 -0.39333 1.51917 -0.6 0.4 1.2 -0.587
N 2.63632 -2.21734 1.06402 -0.1 -0.2 -0.2 -0.462
N -0.62855 -2.11441 0.01379 -1.2 -1.6 1.6 -0.656
N -1.42565 0.51948 1.08999 0.5 -0.4 -0.7 0.986
C 1.17684 -0.40540 -0.01380 -0.9 0.2 0.0 0.438
C 1.96463 -1.45887 0.51727 0.9 0.1 0.7 -0.113
C -1.15449 0.36232 -0.36956 2.9 1.0 0.9 -0.124
C 0.77227 1.87271 -0.69310 -0.6 -3.3 1.2 -0.430
C -0.23484 -0.87992 -0.47741 2.4 2.8 -0.4 -0.321
C 1.64190 0.87733 -0.06601 -3.2 -2.8 -1.0 -0.498
C -0.51925 1.61151 -0.87941 0.0 2.2 -1.1 -0.745
H -1.65256 -2.15474 0.04961 0.5 -0.3 -0.1 0.319
H -0.06416 -1.05285 -1.50583 -0.1 0.4 -1.8 0.409
H 2.57593 0.95291 0.33925 2.4 1.1 0.7 0.584
H 1.18838 2.73019 -1.00521 1.3 3.1 -1.0 0.609
H -0.31691 -2.28640 0.96843 -0.1 0.1 -0.1 0.278
H -1.99186 0.16896 -0.88391 -3.5 -0.7 -1.3 0.622
H -1.06882 2.50376 -1.35671 0.2 -2.0 0.8 0.236
```
Forces are in eV/Å.

Calculated values
Multiplicity: 1
M (g mol⁻¹): 165.15
E_tot (eV): -15932.696
HOMO-LUMO gap (eV): 8.81
Energy above the lowest of the compared OMol25 structures with the same formula, charge and spin (kJ/mol): 562.74
HOMO level (eV): -9.40

[6]
C7H7N3O3S in the gas phase in a non-equilibrium geometry, computed with wB97M-V/def2-TZVPD.

```
21
Properties=species:S:1:pos:R:3:forces:R:3:mulliken_charge:R:1
S -1.73490 -0.30067 -1.48463 0.8 0.4 0.6 0.022
O -1.37307 -2.31581 1.30573 0.1 2.3 -0.9 -0.592
O 2.97807 -0.59477 -0.20246 0.1 -0.4 -0.8 -0.449
O -2.42910 -0.41706 1.53516 -0.5 -1.0 0.3 -0.543
N -3.01442 0.71947 -1.23176 0.2 -2.1 0.8 -0.378
N -1.52847 -1.10313 1.09613 0.4 -0.9 1.0 0.930
N 0.99686 -1.83666 -0.54292 -0.6 1.6 0.3 -0.493
C -0.59648 1.13475 0.72000 -1.8 3.9 0.8 -0.518
C 2.40639 -1.87486 -0.63816 -0.4 0.7 0.5 -0.392
C 0.52171 1.93638 0.77444 -3.0 -0.7 0.0 -0.516
C 0.70104 -0.62934 -0.17996 1.5 -2.8 1.0 -0.027
C 1.93633 0.15936 0.09564 -1.9 1.4 0.2 0.561
C -0.60511 -0.21621 0.26133 -1.7 -0.3 -1.8 0.954
C 1.80621 1.42289 0.58297 3.3 -0.3 -1.3 -0.721
H 0.43084 3.01867 0.89569 -0.2 -0.5 0.3 0.381
H 2.66034 2.13667 0.60577 -0.5 -0.9 0.3 0.330
H -3.00869 1.60721 -1.60721 0.4 2.1 -1.0 0.231
H -1.65526 1.58669 0.87648 2.2 -0.7 -0.3 0.311
H 2.61826 -2.18682 -1.61820 1.0 0.2 -1.5 0.341
H -3.92264 0.30415 -1.28591 -0.3 -0.4 0.4 0.248
H 2.81208 -2.55091 0.04185 0.6 -1.5 1.1 0.319
```
Forces are in eV/Å.

Calculated values
Multiplicity: 1
M (g mol⁻¹): 213.22
E_tot (eV): -28814.756
HOMO-LUMO gap (eV): 7.08
Energy above the lowest of the compared OMol25 structures with the same formula, charge and spin (kJ/mol): 16.08
HOMO level (eV): -7.98